{
  "formula": "C2H8INO3Si",
  "method": "ωB97M-V/def2-TZVPD",
  "elements": ["N", "H", "C", "H", "O", "C", "Si", "O", "H", "H", "H", "H", "H", "O", "H", "I"],
  "coordinates": [[-0.242, -1.532, 1.846], [-2.365, 2.505, 2.010], [2.104, -0.407, -2.313], [3.081, -0.511, -2.737], [0.957, 0.754, 0.548], [-2.053, 1.969, 1.056], [-0.190, -0.006, 1.152], [-1.605, 0.689, 1.521], [1.554, 0.272, -2.959], [-1.083, -1.935, 2.033], [0.515, -1.993, 2.353], [-2.916, 1.877, 0.422], [-1.233, 2.411, 0.401], [1.619, -1.690, -2.307], [2.134, 0.061, -1.318], [-0.278, -2.464, -1.708]],
  "homo_energy_ev": -9.28,
  "relative_energy_kj_mol": 222.1,
  "multiplicity": 1,
  "e_tot_ha": -948.670978,
  "smiles": "CO[Si](N)=O.COI"
}

***

{
  "formula": "C4H6N2OS",
  "method": "ωB97M-V/def2-TZVPD",
  "elements": ["N", "H", "C", "O", "H", "N", "C", "H", "C", "H", "S", "C", "H", "H"],
  "coordinates": [[-1.206, -0.052, -0.895], [2.287, -1.212, 2.166], [-0.582, 0.953, -1.426], [-0.628, 1.480, -2.581], [0.859, -1.188, -0.734], [0.245, 1.416, -0.453], [0.346, 0.517, 0.613], [-1.815, -0.954, 1.031], [0.631, -0.943, 0.383], [1.022, 1.959, -0.905], [1.071, -1.694, 1.931], [-0.897, -0.499, 0.505], [-2.054, -0.670, -1.288], [0.721, 0.888, 1.654]],
  "homo_energy_ev": -9.31,
  "relative_energy_kj_mol": 329.4,
  "multiplicity": 1,
  "e_tot_ha": -738.879223,
  "smiles": "O=C1N[C@@H]2[C@@H](S)[C@@H]2N1"
}

***

{
  "formula": "C5H8N4",
  "method": "ωB97M-V/def2-TZVPD",
  "elements": ["H", "H", "H", "C", "H", "N", "N", "H", "C", "H", "C", "C", "N", "N", "H", "C", "H"],
  "coordinates": [[0.424, -1.257, -2.692], [-0.621, 0.382, -2.852], [0.562, -0.058, 3.357], [0.956, 0.237, -0.042], [-1.878, 1.051, -1.019], [-1.532, 0.248, -0.591], [-0.450, 0.533, 0.298], [-0.825, -1.805, -0.501], [-1.073, -0.970, -1.357], [-1.863, -1.025, -2.112], [0.153, -0.407, -2.154], [1.533, 0.065, 1.360], [1.318, -0.026, -1.311], [-0.656, 0.581, 1.774], [-1.452, -0.180, 1.974], [0.504, 0.018, 2.337], [2.465, -0.116, 1.785]],
  "homo_energy_ev": -8.06,
  "relative_energy_kj_mol": 509.7,
  "multiplicity": 1,
  "e_tot_ha": -414.137999,
  "smiles": "C1=CC2=NCCNN2N1"
}

***

{
  "formula": "C27H38AsN7O2ReS",
  "method": "ωB97M-V/def2-TZVPD",
  "elements": ["H", "H", "C", "C", "C", "H", "H", "C", "H", "N", "N", "H", "H", "C", "H", "Re", "C", "C", "H", "H", "H", "C", "C", "S", "H", "H", "C", "H", "H", "N", "H", "C", "C", "H", "H", "N", "H", "As", "H", "C", "H", "H", "C", "C", "N", "C", "H", "N", "C", "C", "C", "C", "H", "C", "C", "H", "N", "O", "H", "H", "H", "H", "C", "H", "O", "H", "C", "C", "H", "H", "C", "H", "C", "H", "H", "H", "H"],
  "coordinates": [[3.162, 0.220, -5.446], [1.898, 1.047, 1.507], [-3.981, 3.317, -2.060], [1.044, 2.895, 1.663], [2.299, 3.616, 2.138], [0.452, 2.649, 2.544], [-4.601, 3.492, 1.107], [2.231, 2.012, -0.253], [-3.641, -0.014, -2.190], [-1.384, -1.302, -0.653], [3.186, 3.951, 0.972], [-2.668, -0.135, 4.911], [1.647, 2.632, -0.937], [-1.772, -0.003, 2.980], [-5.321, 0.397, -1.766], [-0.346, 0.208, 0.244], [0.549, -0.979, -3.646], [-3.192, -2.240, 2.314], [-5.871, 2.375, 0.554], [4.109, 2.998, -0.678], [3.502, -3.252, 0.096], [-2.203, -2.058, 0.015], [-4.820, 2.461, 0.834], [-1.606, 2.088, -0.150], [2.509, 1.108, -0.790], [4.691, -4.570, 2.933], [2.547, -1.675, 2.933], [-2.767, -3.300, -1.619], [-1.213, 0.898, 3.199], [1.342, 1.651, 0.897], [-4.602, 1.794, 1.665], [-2.895, -3.248, -0.542], [1.757, -2.057, 0.353], [2.734, 4.646, 0.370], [0.753, -0.526, 3.068], [-1.066, -1.609, -1.950], [-3.480, 4.234, -1.759], [-3.771, 1.990, -0.697], [4.050, 4.392, 1.304], [-0.053, -0.898, -2.341], [-3.958, -3.227, -0.298], [-2.478, -4.158, -0.101], [1.701, -0.239, -3.951], [-0.023, -1.822, -4.611], [1.025, -1.240, 1.135], [2.273, -0.345, -5.202], [-5.051, 3.502, -2.168], [5.287, -3.765, 2.840], [-3.303, -1.727, 3.597], [1.397, -1.118, 2.431], [3.509, 2.711, 0.184], [-4.306, 0.283, -1.381], [-3.571, 2.948, -2.998], [2.927, -2.649, 0.787], [1.700, -1.184, -6.155], [2.046, 4.539, 2.658], [-1.640, -0.502, 1.736], [5.475, -1.548, 2.328], [1.415, -2.209, -0.662], [-0.911, -2.392, -4.376], [0.434, 3.542, 1.031], [0.120, -2.565, -6.610], [-2.590, -0.580, 3.928], [4.118, 2.080, 0.833], [0.496, -0.026, -1.431], [2.142, 0.414, -3.209], [-2.366, -1.609, 1.397], [0.555, -1.918, -5.861], [2.897, 2.996, 2.808], [-4.308, -0.454, -0.582], [4.838, -2.576, 2.448], [-3.941, -2.208, 4.327], [3.382, -2.392, 2.073], [2.822, -1.508, 3.967], [6.266, -3.863, 3.075], [2.150, -1.266, -7.135], [-3.740, -3.125, 2.024]],
  "charge": 4,
  "homo_energy_ev": [-18.26, -18.25],
  "relative_energy_kj_mol": 0.0,
  "multiplicity": 2,
  "e_tot_ha": -4296.357380
}

***

{
  "formula": "C3H4N2S2",
  "method": "ωB97M-V/def2-TZVPD",
  "elements": ["H", "H", "S", "H", "H", "C", "C", "N", "N", "C", "S"],
  "coordinates": [[-0.377, -1.960, -1.123], [-1.164, 0.120, 1.001], [-1.642, -1.146, -1.081], [0.933, -0.716, 1.966], [2.276, -0.790, 0.557], [-1.378, 1.551, -0.246], [0.717, 0.073, -0.160], [1.265, -0.762, 0.808], [-1.485, 2.737, -0.293], [-0.845, 0.201, -0.026], [1.701, 0.692, -1.403]],
  "homo_energy_ev": -9.19,
  "relative_energy_kj_mol": 251.0,
  "multiplicity": 1,
  "e_tot_ha": -1022.520041,
  "smiles": "N#C[C@@H](S)C(N)=S"
}

***

{
  "formula": "C6H14IrN2O4S2",
  "method": "ωB97M-V/def2-TZVPD",
  "elements": ["H", "O", "S", "O", "H", "H", "C", "N", "H", "H", "C", "H", "O", "C", "H", "H", "H", "S", "Ir", "H", "H", "O", "H", "C", "H", "C", "N", "H", "C"],
  "coordinates": [[2.636, 0.685, 0.379], [1.208, 2.392, 4.041], [0.205, -0.645, 1.722], [-0.743, 1.795, 2.629], [-0.504, -1.381, -1.657], [2.749, -0.352, -1.057], [0.422, 0.508, -2.204], [1.077, 0.946, -0.962], [1.126, -0.036, -2.847], [-2.951, -0.253, 0.706], [-1.538, -1.834, 0.663], [-1.012, -2.571, 0.076], [1.259, 2.404, 1.550], [-0.805, -0.378, -1.946], [1.014, -1.851, -0.185], [1.559, 1.827, -1.145], [2.280, -1.582, 1.015], [0.724, 1.913, 2.831], [-0.593, 1.682, 0.509], [-1.365, -0.453, -2.885], [0.103, 1.400, -2.748], [1.135, 0.295, 2.687], [-3.087, -1.369, -0.662], [1.463, -1.107, 0.466], [-2.019, -2.258, 1.533], [-2.368, -0.811, -0.031], [-1.654, 0.183, -0.875], [-2.375, 0.784, -1.292], [2.055, 0.066, -0.311]],
  "charge": 2,
  "homo_energy_ev": [-16.60, -16.19],
  "multiplicity": 2,
  "e_tot_ha": -1547.335661
}

***

{
  "formula": "C31H48N3P2Pd",
  "method": "ωB97M-V/def2-TZVPD",
  "elements": ["H", "C", "C", "H", "C", "C", "C", "H", "H", "H", "H", "H", "H", "C", "H", "C", "N", "H", "P", "H", "H", "H", "H", "C", "C", "H", "H", "C", "H", "N", "H", "C", "H", "C", "H", "C", "H", "C", "P", "C", "H", "H", "H", "C", "H", "H", "H", "C", "C", "H", "H", "C", "C", "C", "H", "C", "C", "H", "Pd", "H", "H", "C", "C", "H", "H", "C", "H", "H", "C", "H", "H", "C", "H", "H", "C", "H", "C", "H", "H", "C", "H", "H", "H", "N", "H"],
  "coordinates": [[-2.777, 0.811, -2.191], [4.603, 0.003, -1.606], [3.063, -1.136, -0.469], [3.874, 2.105, 2.535], [0.291, -0.632, 6.376], [1.090, -0.545, -4.035], [-0.415, -1.881, 4.291], [-0.396, 2.323, -3.394], [-3.079, -2.256, -2.828], [0.607, -0.254, -4.967], [-1.177, 2.999, 3.859], [-0.346, 0.128, 6.835], [0.668, 1.319, 4.550], [-2.279, 0.572, -4.270], [-3.010, -1.854, 2.099], [4.405, -1.135, -0.842], [2.449, -0.057, -0.986], [3.109, 4.069, 1.183], [0.276, 1.739, 1.615], [-0.740, 2.310, -1.652], [-2.710, 1.550, 2.291], [6.084, 1.517, -1.882], [1.650, 3.074, 3.058], [-2.978, -2.009, 1.029], [-0.024, 0.390, 2.747], [2.767, 0.807, 2.967], [-1.115, -3.224, -3.526], [-0.575, -2.478, -4.107], [5.147, -1.875, -0.590], [3.411, 0.624, -1.659], [-1.421, 0.601, -4.938], [0.035, -0.698, 4.908], [2.948, -2.995, 0.560], [-1.880, 0.829, -2.816], [3.178, 1.096, 1.269], [2.119, 3.644, 1.023], [-1.012, -2.863, 2.488], [1.827, 2.586, 2.095], [-0.842, -0.502, -2.074], [-3.015, -2.217, -1.747], [2.105, 3.201, 0.023], [-2.805, -0.373, -4.402], [2.018, -1.055, -4.292], [-5.057, -3.695, -1.650], [0.153, -3.012, -4.719], [1.350, 0.361, -3.486], [-4.757, -3.170, 1.003], [-1.180, 2.188, -2.648], [-1.926, -1.431, 0.269], [1.322, -0.333, 6.579], [-0.248, 4.320, 3.109], [-1.133, 2.916, 1.673], [-1.998, -1.522, -1.139], [0.263, 0.422, 4.097], [-1.262, -1.973, -4.784], [-0.713, -1.932, 2.951], [2.971, 1.579, 2.226], [-2.419, 1.551, 0.541], [0.473, 0.500, -0.397], [-1.905, 2.990, -2.781], [-3.254, 2.904, 1.304], [-2.453, 2.177, 1.435], [2.326, -2.124, 0.371], [0.097, -1.582, 6.869], [3.199, 1.472, -2.158], [0.193, -1.493, -3.223], [6.653, -0.134, -2.163], [-2.003, 4.313, 3.035], [-0.571, -0.772, 2.153], [-5.918, -3.847, -1.002], [5.631, 0.672, -3.356], [-1.119, 3.674, 3.003], [1.410, -2.453, -0.124], [2.059, -1.685, 1.337], [5.812, 0.541, -2.288], [-2.963, 1.365, -4.578], [-3.969, -2.727, 0.408], [-0.517, -2.781, 4.886], [-4.653, -4.684, -1.890], [-4.003, -2.879, -0.987], [0.816, -2.062, -2.526], [-5.382, -3.253, -2.592], [1.400, 4.465, 1.044], [-0.891, -0.740, 0.819], [-0.964, 3.618, 0.851]],
  "charge": 3,
  "homo_energy_ev": [-16.45, -16.46],
  "relative_energy_kj_mol": 0.0,
  "multiplicity": 1,
  "e_tot_ha": -2183.969957
}

***

{
  "formula": "C4H7NO2",
  "method": "ωB97M-V/def2-TZVPD",
  "elements": ["C", "C", "O", "H", "H", "H", "N", "C", "H", "H", "C", "O", "H", "H"],
  "coordinates": [[0.271, -1.268, 1.466], [0.801, 1.023, -0.876], [-1.099, -0.052, -0.103], [-0.588, -1.853, 1.808], [-1.982, 0.013, -2.368], [0.868, 2.081, -1.151], [-1.066, 0.462, -2.383], [-0.185, 0.094, 0.984], [1.597, 0.475, -1.394], [0.973, -1.147, 2.295], [-0.550, 0.459, -1.235], [0.893, 0.876, 0.525], [0.768, -1.811, 0.655], [-0.702, 0.649, 1.777]],
  "homo_energy_ev": -10.22,
  "relative_energy_kj_mol": 111.6,
  "multiplicity": 1,
  "e_tot_ha": -361.838349,
  "smiles": "[H]/N=C1/CO[C@H](C)O1"
}

***

{
  "formula": "C4H9N",
  "method": "ωB97M-V/def2-TZVPD",
  "elements": ["H", "H", "H", "C", "C", "H", "H", "H", "H", "N", "C", "H", "H", "C"],
  "coordinates": [[0.893, 1.700, 1.675], [0.773, 1.919, -0.129], [0.975, -0.765, -1.377], [0.443, -0.056, 0.579], [-0.992, 0.232, -1.370], [-0.059, -1.726, 1.652], [-1.445, -0.325, -2.188], [-0.521, 1.116, -1.790], [-0.301, -1.716, -0.544], [0.566, -0.935, 1.654], [0.721, 1.253, 0.710], [-1.807, 0.513, -0.709], [0.648, -0.490, 2.556], [0.107, -0.719, -0.719]],
  "homo_energy_ev": -8.00,
  "relative_energy_kj_mol": 36.8,
  "multiplicity": 1,
  "e_tot_ha": -212.537145,
  "smiles": "C=C(N)CC"
}

***

{
  "formula": "C6H14O5Si",
  "method": "ωB97M-V/def2-TZVPD",
  "elements": ["O", "O", "H", "C", "H", "O", "Si", "C", "H", "O", "H", "H", "O", "H", "H", "H", "H", "H", "H", "H", "C", "C", "H", "C", "H", "C"],
  "coordinates": [[-1.141, 0.418, 2.287], [-1.411, 1.414, -0.196], [-0.171, -2.789, 0.896], [2.003, 0.391, -0.076], [0.352, -1.350, -2.136], [3.133, 0.454, -2.300], [-0.774, 0.223, 0.735], [1.900, 0.229, -1.548], [-2.507, 2.245, -1.643], [2.927, 0.588, 0.719], [-1.687, 2.063, 3.456], [1.092, 0.912, -1.774], [-1.381, -1.269, 0.256], [3.751, 1.046, -1.793], [-1.188, -2.258, 2.176], [-0.068, 2.196, 2.615], [-1.913, -3.191, 0.728], [-1.049, 1.334, -2.154], [-0.354, 1.107, 3.847], [1.448, -1.792, -0.828], [-1.896, 1.349, -1.556], [1.438, -1.190, -1.715], [-2.537, 0.440, -1.658], [-1.166, -2.389, 1.078], [2.061, -1.746, -2.449], [-0.861, 1.562, 3.033]],
  "homo_energy_ev": [-5.78, -10.51],
  "multiplicity": 3,
  "e_tot_ha": -902.608196
}

***

{
  "formula": "ClH4N2OP",
  "method": "ωB97M-V/def2-TZVPD",
  "elements": ["Cl", "H", "H", "H", "N", "N", "H", "P", "O"],
  "coordinates": [[0.706, 0.470, 2.615], [-1.363, 0.253, -2.015], [1.606, -0.823, 0.094], [-0.378, -1.128, -1.444], [-0.278, 0.087, 1.165], [-0.857, -0.188, -1.239], [-1.218, 0.532, 1.538], [0.241, 0.845, -0.284], [1.540, -0.048, -0.431]],
  "homo_energy_ev": -9.17,
  "relative_energy_kj_mol": 277.3,
  "multiplicity": 1,
  "e_tot_ha": -988.685318,
  "smiles": "NP(O)NCl"
}

***

{
  "formula": "C3H10NO3S",
  "method": "ωB97M-V/def2-TZVPD",
  "elements": ["H", "O", "H", "H", "H", "H", "H", "H", "H", "C", "H", "O", "C", "O", "H", "C", "N", "S"],
  "coordinates": [[-0.398, 2.238, 0.744], [2.678, -1.227, -0.845], [3.027, -1.519, -1.696], [0.130, -1.868, 0.287], [0.801, 0.892, -2.743], [3.456, -1.299, -0.269], [-1.479, -1.266, -0.087], [0.867, 0.162, 0.581], [-2.538, 0.705, 2.850], [-0.318, 0.488, -1.293], [-1.997, 1.546, 0.515], [0.735, 1.143, -1.806], [-0.968, 1.312, 0.967], [-1.137, 0.002, -2.024], [-0.852, -1.247, 1.477], [-0.165, 0.258, 0.180], [-0.624, -1.222, 0.480], [-1.218, 0.903, 2.682]],
  "charge": 1,
  "homo_energy_ev": -13.84,
  "relative_energy_kj_mol": 89.3,
  "multiplicity": 1,
  "e_tot_ha": -798.723095
}